Molecular formula: C20H30IN6O4Ru
Method: DFT, ωB97M-V/def2-TZVPD

Calculated values
energy relative to the best compared isomer or geometry (same formula, charge and spin)	0.000	eV
net charge	-2
E_LUMO (alpha / beta)	2.868 / 3.895	eV
gap between HOMO and LUMO (alpha / beta)	0.92 / 6.92	eV
<S²>	8.786
electronic energy	-1801.97345	Eh
2S+1	6

Geometry (Å):
C -2.59 2.35 -0.77
H -3.02 1.42 2.24
H -3.10 3.20 -0.30
Ru -0.17 -0.14 -1.53
H 0.84 2.27 4.26
H -1.34 4.14 0.91
H 1.94 -0.58 3.96
H 0.86 -5.06 -2.36
C 1.16 -4.05 -2.18
H 0.68 -0.03 5.06
H 2.28 1.46 -1.90
N -0.93 -2.34 2.22
C 0.67 3.45 0.25
C 2.29 -3.53 -1.64
O 1.70 0.26 1.33
N 0.98 2.43 -0.61
C -1.09 0.84 3.09
C 1.10 0.13 4.06
O -0.62 -2.10 4.46
H -0.73 1.37 -4.04
C -1.12 0.88 -4.87
H -0.70 1.81 2.71
H -1.99 0.27 -4.64
O -2.88 -0.52 -2.17
H 4.03 -1.92 -0.88
C -0.52 -1.60 3.30
H -0.96 -4.18 -3.50
H 3.45 -0.57 -1.90
C 0.60 -0.25 1.56
H 3.17 -4.01 -1.27
C 3.17 -1.29 -1.12
N 0.34 -2.98 -2.46
C -1.96 -0.59 -1.40
C 0.92 -1.79 -2.11
C 0.00 -0.19 3.01
H 2.86 -0.75 -0.22
H -2.77 2.38 -1.86
H -1.07 -2.44 -3.95
H 2.46 1.69 4.66
H 1.43 4.05 0.72
H 2.88 1.65 -0.22
C 2.32 2.13 -1.04
H -2.98 -0.25 2.89
H -1.76 -3.04 -2.39
H 2.84 3.07 -1.32
C -0.90 -1.95 0.87
C -2.39 0.52 2.34
C -0.16 1.83 -1.07
H -1.35 1.01 4.15
H 1.96 1.77 2.96
C 1.62 1.55 3.98
N 2.12 -2.17 -1.59
N -0.15 -0.82 0.58
H -2.17 0.13 1.33
I -2.22 2.51 -5.28
C -0.95 -3.15 -3.12
N -1.18 2.51 -0.47
H -3.00 1.43 -0.34
O -1.48 -2.62 0.01
C -0.68 3.49 0.36
H -0.33 0.11 -5.16
H -1.42 -3.22 2.39


Molecular formula: C20H30N2O8P2RuS3
Method: DFT, ωB97M-V/def2-TZVPD

Calculated values
energy relative to the best compared isomer or geometry (same formula, charge and spin)	0.598	eV
net charge	-1
E_LUMO (alpha / beta)	2.386 / 2.355	eV
gap between HOMO and LUMO (alpha / beta)	6.85 / 6.82	eV
<S²>	0.757
electronic energy	-3464.13197	Eh
2S+1	2

Geometry (Å):
H -1.46 -0.85 2.11
H 6.75 0.97 -1.09
H -6.03 1.09 0.15
H -5.31 -1.43 -0.37
H -0.94 3.70 2.55
C 5.80 0.46 -1.01
H -3.22 -2.65 0.41
C 1.96 -2.22 0.55
H -4.84 1.80 2.91
H 1.08 -2.86 0.50
S -3.90 0.15 0.62
H 2.84 -2.86 0.68
C 1.05 1.82 4.56
C -0.52 -1.40 2.18
O -3.42 0.30 -0.77
C -5.22 1.36 0.83
C 1.90 -2.52 -1.82
H -4.69 -3.47 0.94
P -1.45 -2.49 -1.83
N 0.57 -0.53 1.67
C -4.10 -2.56 1.04
C 4.50 -1.55 -1.10
O -1.19 -3.94 -1.79
H 4.69 2.25 -0.63
H 1.93 -2.04 -2.79
N 2.04 -1.51 -0.75
H 1.55 1.85 5.51
H 0.97 -3.06 -1.71
H -6.08 0.57 2.67
C 5.73 -0.92 -1.18
H -5.76 -1.19 1.35
O -0.72 -1.81 -3.09
S -0.94 1.72 0.46
C 3.39 0.55 -0.67
C -4.93 -1.35 0.65
O -2.38 -0.02 -3.73
H 4.46 -2.63 -1.22
C -0.36 2.85 2.90
O -0.25 0.56 -2.35
C 0.27 2.89 4.13
C 4.65 1.17 -0.76
O -0.06 -0.06 -4.76
C -5.67 1.50 2.27
O -2.99 -2.18 -2.05
H 0.82 0.25 -4.49
O -0.92 -1.73 -0.60
C 0.55 0.67 2.51
H -3.77 -2.49 2.08
C 1.18 0.70 3.74
H 2.66 -0.50 1.65
P -0.95 -0.23 -3.44
C -0.22 1.74 2.06
C 3.33 -0.83 -0.86
H -3.11 -1.29 -2.45
H -0.32 -1.67 3.22
H 2.70 -3.27 -1.76
H 6.62 -1.51 -1.37
H 0.17 3.77 4.76
Ru 0.19 -0.02 -0.37
H -4.76 2.28 0.46
H -6.45 2.26 2.36
S 2.01 1.52 -0.29
H 1.97 -1.81 2.64
H -0.61 -2.29 1.56
C 1.86 -1.25 1.71
H 1.77 -0.14 4.08


Molecular formula: C20H30N3O2PV
Method: DFT, ωB97M-V/def2-TZVPD

Calculated values
net charge	+4
E_LUMO (alpha / beta)	-17.295 / -17.586	eV
gap between HOMO and LUMO (alpha / beta)	4.95 / 4.39	eV
<S²>	0.853
electronic energy	-2378.40546	Eh
2S+1	2

Geometry (Å):
V 0.61 -0.28 -1.31
H -1.28 -2.09 -2.63
H -3.03 0.90 4.81
H -4.53 -3.37 -1.71
H -0.24 3.37 4.37
O -0.49 -1.99 1.06
C -1.05 2.70 4.05
H 0.13 1.10 3.17
H 0.95 -1.97 -3.70
C -3.24 2.22 1.86
H -4.34 0.45 3.69
H -2.78 -1.07 2.44
C -0.59 1.20 -2.08
O 2.15 1.62 0.61
H -0.02 2.53 2.15
C 0.41 5.84 -0.56
H -4.75 -4.27 -0.18
H 5.38 -2.59 -1.76
H 4.95 -2.97 -0.06
H -2.27 -0.05 -1.58
C 0.65 1.27 -2.70
H 1.21 2.21 -2.72
H -4.09 1.69 -0.07
H -3.61 -0.76 4.74
C -0.74 -1.14 -2.66
H -4.87 0.87 1.29
H 0.98 5.42 -1.39
H -1.45 -0.63 3.53
H 1.10 6.21 0.20
P -1.84 1.01 1.82
C 4.59 -2.98 -1.10
H -3.57 2.34 2.90
H -2.80 3.16 1.50
H -0.20 6.68 -0.94
H -6.02 -3.16 -0.76
C -0.57 1.89 2.85
C 1.22 0.13 -3.28
H 4.36 -4.02 -1.39
C -1.30 0.00 -2.07
C 3.40 -2.18 -1.21
H 2.20 0.18 -3.74
N 2.41 -1.57 -1.19
C -4.41 1.82 0.97
C 1.57 0.94 -0.14
H -1.29 2.06 4.91
H -1.91 3.32 3.81
N -1.18 4.04 0.48
H -1.01 2.08 -1.58
C -2.37 -0.26 3.07
H -5.18 2.60 1.01
C -4.94 -3.32 -0.70
C -3.39 0.12 4.13
N -3.86 -1.35 0.65
C -0.16 -1.32 0.16
C -4.32 -2.23 0.04
C 0.52 -1.08 -3.25
C -0.46 4.82 0.01


Question: Among the records above, which one has the highest 2S+1?
Answer: C20H30IN6O4Ru


Question: Look up the <S²> of the first one.
Answer: 8.786


Question: Among the records above, which one has the highest electronic energy?
Answer: C20H30IN6O4Ru


Question: Look up the 2S+1 of the first one.
Answer: 6